(1)
DFT (wB97M-V/def2-TZVPD) results for 9 unconnected molecules or ions with the total composition C5H25NO10 at a distorted geometry.

Cartesian coordinates (Å):
H  -1.23330  -3.22401  -0.11344
O  -2.19358  -3.31763  -0.05796
H  0.37587  -0.68890  -4.79469
O  -0.15587  2.13266  2.74745
O  0.53458  -2.56489  -1.21499
H  3.87669  0.89948  -2.76248
O  -3.05914  -0.49635  -0.69202
C  -0.04039  0.97218  -1.14759
H  2.83261  1.02961  2.89336
H  0.32955  2.78725  -0.03067
O  2.91737  0.95367  -2.67778
H  -2.93052  -0.22090  -1.60865
C  -1.74789  2.47283  -0.04082
H  -2.04342  1.14392  3.24177
C  0.53393  -0.25642  -0.42953
H  -2.49883  -2.46732  -0.39402
H  -1.96804  3.34708  0.56430
H  1.79256  -0.26311  -2.75635
H  -1.34500  -0.48493  0.61227
H  -0.68331  -0.43432  -3.75697
H  0.20463  1.24292  2.75526
H  2.39015  -0.32277  3.30821
H  1.71343  -2.97561  2.45895
H  0.30044  2.63007  3.42995
H  -1.24118  -0.12544  3.00811
C  -0.50044  2.14636  -0.30801
H  0.07022  -0.83045  1.45373
H  -3.96967  -0.81918  -0.71044
O  2.16980  -2.12724  2.44560
H  -2.65388  1.90492  -0.21080
O  1.17738  -1.03972  -2.69464
C  0.72937  -1.41774  -1.48465
H  1.52963  -0.19451  0.01773
N  -0.38814  -0.79202  0.55810
H  2.78900  -2.22917  1.71398
O  2.06594  0.59360  3.28624
O  -0.52700  -0.37856  -4.69960
H  -0.74386  0.72665  -1.94975
O  -1.90612  0.25482  3.58226
H  0.72661  1.37410  -1.81307
H  2.76984  1.05905  -1.72838

Forces on atoms 1 to 2 (eV/Å):
H 0.0059 0.0410 -0.0062
O -0.0269 -0.1233 -0.0584

## Properties
total charge = 0
relative energy (zero: lowest compared OMol25 entry of this formula, charge and spin) = 66.0 kcal/mol
strongest force on any atom = 0.0519 Eh/bohr
SMILES string = C=CC[C@@H](N)C(=O)O.O.O.O.O.O.O.O.O
HOMO = -9.23 eV
total energy = -27554.7416 eV
lowest unoccupied orbital energy = -0.0181 Eh

(2)
DFT (wB97M-V/def2-TZVPD) results for 3 unconnected molecules or ions with the total composition C3H8N2O2 at a distorted geometry.

Cartesian coordinates (Å):
H  3.85319  0.85661  1.17677
H  -6.13063  -1.16614  0.46214
N  2.10988  0.75131  -0.00462
C  2.95943  -0.77389  -1.44187
H  2.91035  -1.81532  -1.81313
C  3.30742  0.41641  0.37188
H  -5.78477  -0.16906  1.52459
H  4.92411  -0.59338  -0.67790
N  3.92950  -0.42009  -0.49594
H  -3.54393  0.88720  0.45026
O  -5.81394  -0.26583  0.56610
H  -2.34570  0.93975  1.35098
H  0.93046  -0.04358  -1.54042
O  -3.25787  1.28946  1.28332
C  1.95250  0.10655  -1.21215

Forces on atoms 1 to 2 (eV/Å):
H 0.1540 0.0749 0.4479
H -0.0236 -0.1650 -0.2479

## Properties
total charge = -1
relative energy (zero: lowest compared OMol25 entry of this formula, charge and spin) = 48.8 kcal/mol
strongest force on any atom = 0.0541 Eh/bohr
HOMO (spin up / spin down) = 1.21 / -5.13 eV
total energy = -10313.7524 eV
spin multiplicity = 2
lowest unoccupied orbital energy (spin up / spin down) = 0.1029 / 0.0997 Eh

(3)
DFT (wB97M-V/def2-TZVPD) results for a molecular structure, C29H21I2N6Pb.

Cartesian coordinates (Å):
H  1.22680  -3.49238  4.77587
H  5.29303  -1.59640  -0.80823
C  -0.15614  2.86855  -2.82618
C  2.62481  1.91386  3.22688
H  -4.15510  -3.59215  -2.63533
H  -4.42651  -4.50007  -0.32950
H  -1.55798  -0.22850  -3.12259
H  5.51905  0.63441  -1.83790
H  1.04984  -1.06774  -0.57262
N  0.97732  1.29297  -1.64959
H  -0.19198  -3.45436  2.76760
I  -2.99345  5.30078  2.88338
C  1.82876  -1.44523  4.56139
C  -1.99166  -1.00634  -2.50335
C  0.12121  -1.35366  2.33930
C  -3.44458  -2.87192  -2.24848
I  -1.51744  3.10590  3.13085
H  -3.89011  -4.43036  2.07036
C  4.41310  -0.98898  -0.97257
C  3.16183  -1.47138  -0.60746
N  0.99520  0.84570  1.80911
C  2.62571  0.84371  4.08097
C  1.10812  -2.57941  4.20893
H  3.24901  0.83313  4.96685
C  -1.22141  4.53323  -4.14510
H  0.84979  3.92548  -4.38098
C  0.28636  -2.54684  3.10723
C  3.42280  1.04454  -1.79436
C  -2.86885  -1.93856  -3.06802
Pb  -0.93911  1.17054  -0.05381
C  -1.71527  -2.03909  0.97099
C  -3.10263  -2.88805  -0.87579
H  3.24045  2.78383  3.40591
H  -1.20313  5.26971  -4.93713
H  3.50746  2.01816  -2.25636
H  -2.21438  -2.83742  2.91141
C  -2.37357  4.30832  -3.41458
C  -3.68393  -3.80098  0.03782
C  1.80705  -0.26826  3.78051
H  -3.23971  3.16252  -1.81217
N  -1.26535  2.63888  -2.11428
C  -0.08013  3.79538  -3.84553
H  -3.28220  4.85848  -3.61434
N  -1.63842  -1.00603  -1.22552
N  1.01729  2.12552  -2.56367
C  0.99000  -0.21104  2.63265
C  -2.16110  -1.95290  -0.41151
C  1.80434  1.86001  2.09724
C  4.54155  0.26627  -1.55791
H  3.06808  -2.45991  -0.17744
C  2.17339  0.55466  -1.41948
C  2.03769  -0.69222  -0.81888
N  -0.70504  -1.21386  1.31173
C  -2.35236  3.35425  -2.40432
H  1.81120  2.68625  1.39422
H  -3.09378  -1.89491  -4.12403
C  -2.39712  -2.90943  1.84817
C  -3.36895  -3.78027  1.38135
H  2.48014  -1.47635  5.42828

Forces on atoms 1 to 2 (eV/Å):
H -0.0006 -0.0002 -0.0022
H 0.0005 0.0029 -0.0003

## Properties
total charge = +3
strongest force on any atom = 0.0057 Eh/bohr
HOMO (spin up / spin down) = -16.01 / -16.01 eV
total energy = -60778.3135 eV
lowest unoccupied orbital energy (spin up / spin down) = -0.4258 / -0.4257 Eh

(4)
DFT (wB97M-V/def2-TZVPD) results for a molecular structure, C47H58N2P2PtS2SbSi3 at a distorted geometry.

Cartesian coordinates (Å):
P  -2.29387  -1.46428  1.09491
H  5.66299  0.62744  -2.78854
H  -2.25136  4.66245  -3.08932
Si  -2.58030  2.27139  -2.44227
H  2.30325  -3.59111  3.41984
H  1.88852  3.38630  3.01655
H  -4.54513  0.27258  1.48225
C  -1.40087  -1.58233  6.04740
C  1.37044  -1.35004  -1.48841
C  3.09266  3.49060  1.22517
C  -0.82862  -0.82210  1.58372
C  -2.60383  -4.57157  -1.58122
C  3.47077  -1.07125  -3.46922
C  3.21373  3.01777  -0.06296
H  0.92810  -0.94730  -0.56612
Pt  -0.56678  0.54466  -0.15283
H  -0.68972  -0.23207  4.53554
C  -4.12447  2.63708  -1.41200
H  1.34084  3.93883  -4.71148
C  -1.59922  3.57290  0.48793
C  -2.36081  -5.56157  0.58761
C  4.07668  -0.61529  -0.50536
C  -5.66952  -1.23372  4.29400
P  0.40508  -1.69682  2.39798
C  -0.50941  -3.59575  4.36520
H  -2.06970  -0.02320  -3.26269
H  1.70666  -2.37006  -1.29702
C  0.19017  5.46306  -0.20497
C  -0.35018  -2.26869  3.98111
H  -0.01629  -3.23176  -0.14443
C  -2.33278  -4.29963  1.15779
H  -1.25307  -4.95808  5.85070
C  -2.49170  -5.70267  -0.78715
H  -2.26199  -6.43630  1.21860
H  -4.96895  2.06805  -1.81306
H  1.57645  4.43400  -3.00942
Sb  0.51210  1.91675  -3.06726
H  0.37346  1.71163  2.03640
H  -1.86698  3.61028  -4.46004
H  6.32566  2.22575  -3.12845
C  3.62331  1.93043  -4.88377
C  -0.80790  -1.26547  4.83892
C  1.18875  2.11453  1.45561
H  3.36355  -5.62994  2.52912
C  2.04254  3.04536  2.00301
H  3.41118  4.72447  -3.75503
H  -4.03299  2.36795  -0.36265
C  -1.11882  -3.91832  5.57616
C  -0.94702  2.18554  -1.50203
C  -0.77323  3.41767  -0.64722
C  -2.59081  -3.30707  -1.00561
H  -2.26447  2.76572  0.76042
C  1.04661  -3.28185  1.70739
C  1.32420  -4.89890  -0.06852
H  5.07109  -0.23988  -0.74979
H  5.75330  1.82126  -1.50499
C  2.47853  1.58364  -2.00608
H  2.73363  -0.95580  -4.26801
C  2.30324  2.09847  -0.59672
H  -6.46271  -1.16120  5.02827
H  -2.69920  -4.66800  -2.65590
H  2.67859  2.31183  -5.27475
H  -2.03576  -3.16263  7.36239
H  -0.52537  6.63328  1.44593
C  2.01519  -3.97154  2.44739
H  4.42629  -0.69667  -3.83361
C  -3.62845  -1.44506  2.37489
H  -0.02832  4.49421  -3.72160
S  -2.78157  -0.12999  -0.35778
H  -3.55269  3.91336  -4.02446
C  5.55248  1.68882  -2.57111
Si  2.82948  -0.30720  -1.86383
H  2.76417  -6.45221  0.26568
H  -4.76025  -2.95917  5.19567
C  -5.59458  -0.32519  3.25062
H  3.81856  4.19358  1.61672
H  -2.67228  -2.42610  -1.62936
H  4.43405  2.39043  -5.45700
H  3.64094  0.86090  -5.07505
H  1.03936  -5.25532  -1.05139
H  -3.79018  0.31062  -3.40938
H  0.93338  6.19285  -0.51639
H  0.62462  -1.36899  -2.28582
H  4.15028  -1.69213  -0.32908
Si  3.85965  2.35731  -3.06923
C  2.62015  -5.10668  1.93974
C  -1.52315  4.71842  1.24718
C  -3.70910  -2.34172  3.44212
H  -4.36271  3.70166  -1.47688
C  4.12886  4.22801  -3.10581
C  0.71840  -3.75613  0.44869
C  -4.72089  -2.24203  4.38484
H  -2.65093  1.00039  -4.58490
C  -4.58676  -0.43337  2.30147
H  3.58816  -2.14100  -3.27133
H  5.12670  4.38807  -3.52552
H  -2.97327  -3.11946  3.57539
C  -0.61490  5.71066  0.88790
H  -2.17066  -4.22271  2.22328
H  4.04655  3.33791  -0.66735
C  0.90925  3.94781  -3.70829
C  -2.79493  0.74669  -3.53237
H  4.09052  4.73173  -2.13989
H  -1.74785  -0.79160  6.70159
H  3.75576  -0.16097  0.43547
N  0.12256  4.35794  -0.95012
C  -2.45870  -3.15222  0.37290
H  -2.49614  -6.68880  -1.23517
S  2.03771  -0.64192  2.83710
H  -6.32340  0.47204  3.16872
H  -0.16390  -4.39254  3.71799
C  -1.56237  -2.91394  6.42002
C  -2.54838  3.75183  -3.61858
N  1.29928  1.63660  0.20107
H  -2.15649  4.83871  2.11856
C  2.27822  -5.57289  0.67170

Forces on atoms 1 to 2 (eV/Å):
P -0.7668 0.0122 0.2984
H 0.0239 0.0057 0.0155

## Properties
total charge = -1
relative energy (zero: lowest compared OMol25 entry of this formula, charge and spin) = 17.6 kcal/mol
strongest force on any atom = 0.0319 Eh/bohr
HOMO = -4.45 eV
total energy = -126331.8517 eV
lowest unoccupied orbital energy = 0.0903 Eh

(5)
DFT (wB97M-V/def2-TZVPD) results for a molecular structure, C3H4MgO4V at a distorted geometry.

Cartesian coordinates (Å):
O  -1.57816  -0.55318  0.34978
Mg  -2.61923  1.59741  1.69653
H  1.67273  0.02805  -0.61150
V  4.96158  -0.64396  -1.25255
C  2.78582  -0.19783  -0.81627
C  -2.78132  -0.44296  1.16402
O  -1.27868  1.77584  0.33241
H  -0.48520  0.43018  -1.14235
O  3.61859  0.74612  -0.94126
H  -2.68310  -1.21803  1.93838
O  3.18023  -1.39059  -0.96233
C  -1.15203  0.60554  -0.28721
H  -3.64125  -0.73660  0.53234

Forces on atoms 1 to 2 (eV/Å):
O 0.8995 2.9776 -3.3062
Mg -0.2453 -0.4058 0.1855

## Properties
total charge = +1
relative energy (zero: lowest compared OMol25 entry of this formula, charge and spin) = 0.0 kcal/mol
strongest force on any atom = 0.1064 Eh/bohr
HOMO (spin up / spin down) = -8.52 / -13.73 eV
total energy = -42487.9487 eV
spin multiplicity = 5
lowest unoccupied orbital energy (spin up / spin down) = -0.2161 / -0.2161 Eh